# 1
11
Properties=species:S:1:pos:R:3:forces:R:3 method="wB97M-V/def2-TZVPD" energy_ev=-14202.8434 smiles="N#C[C@H](NN=O)[N+](=O)[O-]" relative_energy_kj_mol=426.3 multiplicity=1 lumo_ha=-0.0213 gap_ev=10.12 mol_weight_g_mol=130.063
C -0.0734 -0.2344 -1.8031 0.05 -0.47 1.86
C -0.3648 0.0802 -0.3523 0.51 -1.80 -1.00
N 0.2654 -0.7053 -2.7910 -0.07 0.27 -0.33
N 0.2029 1.6534 1.1917 -0.21 -0.36 -0.48
N 0.6497 0.6536 0.3592 3.15 1.39 -0.48
N -0.6468 -1.2541 0.4188 0.85 0.26 -1.53
O 1.0107 2.2441 1.8135 0.73 0.05 0.25
O -1.7259 -1.7039 0.1868 -0.84 -1.01 0.53
O 0.2771 -1.6811 1.0702 -0.84 -0.37 0.14
H -1.2620 0.6093 -0.2585 -1.27 0.94 0.14
H 1.6672 0.3381 0.1646 -2.05 1.09 0.90

=====

# 2
126
Properties=species:S:1:pos:R:3:forces:R:3 method="wB97M-V/def2-TZVPD" energy_ev=-915673.2829 smiles="C[C@H]1COC(=O)O1.C[C@H]1COC(=O)O1.C[C@H]1COC(=O)O1.C[C@H]1COC(=O)O1.C[C@H]1COC(=O)O1.C[C@H]1COC(=O)O1.BrCCBr.BrCCBr.BrCCBr.BrCCBr.BrCCBr.BrCCBr" relative_energy_kj_mol=0.0 multiplicity=1 lumo_ha=-0.0028 gap_ev=9.49 mol_weight_g_mol=1739.706
Br 0.9678 0.6880 -1.4077 0.62 -0.20 0.32
C 0.7039 -0.0448 0.3671 -0.87 0.26 0.70
C -0.7869 0.0477 0.6328 0.12 -0.65 -0.49
Br -1.2064 -0.6053 2.4206 0.16 0.47 0.03
H 1.2304 0.5446 1.1097 0.36 0.14 -0.18
H 1.0090 -1.0817 0.4315 0.36 -0.01 -0.30
H -1.2948 -0.6771 0.0001 -0.08 0.24 -0.17
H -1.2039 1.0349 0.4673 0.03 0.11 0.36
Br 1.7290 4.7866 -1.6426 0.03 -0.50 -0.13
C 2.2996 3.8314 -0.0387 1.59 0.46 -0.26
C 3.6026 3.0537 -0.2607 -0.86 -0.32 -1.30
Br 5.0134 4.1170 -1.0867 0.06 -0.01 0.61
H 1.5341 3.1330 0.2720 -0.32 0.22 0.15
H 2.5333 4.6571 0.6266 -0.51 -0.24 0.49
H 3.4287 2.3030 -1.0326 -0.07 -0.11 0.21
H 3.9112 2.5288 0.6403 0.28 0.37 0.14
Br -3.1241 -2.2730 4.9409 0.05 -0.07 0.34
C -2.5143 -0.8485 6.1483 0.02 -0.18 -0.34
C -1.0316 -0.9907 6.3870 -0.31 0.01 0.22
Br -0.5856 0.4170 7.6667 0.18 -0.38 -0.26
H -3.0671 -0.9277 7.0765 -0.14 -0.14 -0.03
H -2.7811 0.0695 5.6359 0.12 0.11 0.05
H -0.4460 -0.8736 5.4809 0.07 0.18 0.03
H -0.7972 -1.9384 6.8588 0.03 -0.03 0.03
Br -4.4506 0.4088 -4.3889 0.21 0.34 -0.04
C -2.5271 0.6560 -4.6894 -0.44 -0.06 -0.10
C -1.7507 0.5804 -3.4079 0.13 -0.56 -0.31
Br -2.0652 2.1233 -2.2512 -0.07 -0.43 -0.33
H -2.3582 1.5982 -5.2050 -0.26 0.01 -0.01
H -2.2817 -0.1678 -5.3556 0.27 -0.02 0.11
H -0.6877 0.5243 -3.6445 0.00 0.36 0.05
H -1.9594 -0.3657 -2.9049 -0.23 0.33 0.40
Br -0.5915 3.7392 7.8496 0.14 0.25 -0.02
C 0.8986 3.4768 6.6158 0.00 0.06 -0.10
C 0.3575 3.1745 5.2420 0.14 -0.05 0.12
Br 1.8892 2.7772 4.0669 -0.33 0.05 0.08
H 1.5018 2.6331 6.9375 -0.10 0.06 0.36
H 1.4684 4.3957 6.6760 0.11 0.01 -0.15
H -0.1924 3.9919 4.7940 -0.01 0.06 -0.07
H -0.2580 2.2828 5.2987 0.01 -0.05 -0.29
Br -3.3087 -2.3919 -0.5174 -0.48 -0.23 0.03
C -4.7564 -2.8263 -1.7714 0.34 0.42 -0.85
C -4.2795 -3.8749 -2.7558 -0.12 0.09 0.29
Br -3.0160 -3.1138 -4.0299 0.05 -0.28 0.13
H -4.9592 -1.9003 -2.3057 0.02 0.07 0.15
H -5.6716 -3.0961 -1.2544 0.23 -0.24 0.37
H -5.1150 -4.2529 -3.3392 -0.02 0.05 -0.03
H -3.7877 -4.6985 -2.2474 0.09 -0.06 -0.13
C -4.7635 -0.0946 2.7295 -0.03 -0.24 0.33
C -5.2955 0.7090 1.5634 -0.69 -0.23 1.22
C -4.2930 0.9416 0.4422 -0.46 0.50 -0.04
O -4.9719 0.4690 -0.7182 0.04 -0.34 -0.17
C -6.1468 -0.1077 -0.3886 0.47 0.41 0.24
O -6.8767 -0.6173 -1.1735 -0.32 -0.27 -0.18
O -6.3671 -0.0063 0.9335 -0.12 -0.20 -0.30
H -4.0774 0.5478 3.2866 0.38 -0.26 -0.19
H -4.3126 -1.0325 2.4064 0.43 0.24 -0.16
H -5.4991 -0.4183 3.4706 -0.46 0.39 -0.33
H -5.7458 1.6087 1.9884 0.14 0.25 -0.38
H -3.3820 0.3866 0.6427 0.07 -0.05 -0.33
H -4.0939 1.9925 0.2512 0.30 0.01 0.25
C 0.0090 -5.1411 4.0833 -0.20 0.58 -0.72
C -1.0651 -5.3225 3.0072 0.29 -0.92 1.70
C -1.3935 -4.0410 2.2464 0.23 -1.10 0.75
O -0.9542 -4.3658 0.9208 -0.30 0.89 0.04
C -0.5397 -5.6376 0.8306 -0.31 -0.66 1.06
O -0.1784 -6.1656 -0.1613 0.33 -0.12 -0.89
O -0.6122 -6.2765 2.0289 -0.13 1.11 -0.44
H 0.8615 -4.6327 3.6233 0.23 -0.33 0.13
H 0.2678 -6.1026 4.5132 0.22 0.01 0.06
H -0.3540 -4.4617 4.8586 -0.15 -0.17 0.04
H -1.9074 -5.7996 3.5176 -0.26 0.27 -0.38
H -0.8360 -3.2193 2.6874 0.13 0.06 -0.50
H -2.4548 -3.8186 2.3488 -0.04 0.12 -0.79
C 3.3212 -0.3455 -4.0533 0.60 -0.87 0.10
C 2.5012 0.4174 -5.0625 0.21 0.78 0.43
C 2.1812 1.8894 -4.7051 0.18 -0.95 0.40
O 2.3544 2.5396 -5.9542 -0.57 1.14 0.49
C 3.1664 1.8239 -6.7402 -0.71 -1.78 1.84
O 3.6850 2.1818 -7.7132 1.08 1.28 -2.40
O 3.3009 0.5729 -6.2472 0.00 0.01 0.18
H 3.8273 -1.1532 -4.5906 -0.36 -0.22 0.06
H 2.7645 -0.7762 -3.2233 -0.29 0.00 -0.18
H 4.1684 0.1703 -3.5892 -0.30 0.67 -0.24
H 1.5810 -0.0871 -5.3578 0.10 -0.33 0.16
H 2.8545 2.2919 -3.9402 0.27 0.06 -0.30
H 1.1805 2.0131 -4.2907 -0.19 0.15 -0.48
C -2.5734 5.5496 -1.3164 0.69 1.43 -0.81
C -1.4276 5.4602 -0.3328 -0.74 -0.38 0.98
C -1.6735 6.2379 0.9935 0.12 -0.04 -0.99
O -1.8577 5.2313 1.9789 -0.50 0.21 0.32
C -1.7958 4.0103 1.4295 0.60 0.35 -0.45
O -1.9610 2.9910 2.0159 -0.25 -0.55 0.44
O -1.4558 4.0816 0.1380 0.59 0.09 -0.18
H -2.2727 5.2124 -2.3080 -0.11 -0.60 0.16
H -2.7956 6.6076 -1.5161 -0.18 -0.08 0.33
H -3.4639 5.0469 -0.9553 -0.04 -0.09 0.01
H -0.4400 5.7025 -0.7252 -0.36 -0.30 -0.17
H -2.5607 6.8521 0.8365 -0.09 -0.02 0.59
H -0.8317 6.8556 1.2934 0.03 0.05 -0.02
C 2.4614 -4.6245 -1.6155 0.21 0.43 0.89
C 1.1651 -4.3007 -2.3086 0.59 0.41 -0.14
C 0.5738 -2.9499 -1.8484 0.49 -0.89 -0.06
O 0.3223 -2.2484 -3.0678 -0.68 -0.14 0.69
C 0.8463 -2.9343 -4.1030 0.57 0.21 1.53
O 0.8436 -2.5100 -5.1939 -0.24 0.59 -2.28
O 1.4702 -4.0308 -3.6985 -0.26 -0.74 0.08
H 2.3090 -4.7112 -0.5339 -0.28 -0.25 -0.09
H 3.1339 -3.7639 -1.6830 0.08 -0.19 -0.39
H 2.9453 -5.5357 -1.9528 -0.07 -0.02 -0.21
H 0.4517 -5.1165 -2.2520 -0.08 0.01 -0.09
H 1.3348 -2.4059 -1.2901 -0.10 0.16 0.11
H -0.3135 -3.1540 -1.2533 -0.25 0.53 -0.16
C 7.4472 1.0988 -1.2087 -0.74 -1.56 -1.16
C 6.9958 -0.1793 -0.5082 0.36 1.07 0.59
C 6.4101 0.0661 0.9012 0.33 -0.70 -0.42
O 5.0734 -0.4311 0.8042 0.18 0.02 0.26
C 4.8826 -0.9978 -0.4020 0.16 0.49 0.04
O 3.8926 -1.5606 -0.7151 -0.93 -0.50 -0.21
O 5.9249 -0.7983 -1.2162 0.20 -0.06 -0.06
H 7.8619 0.7195 -2.1484 0.35 0.49 0.00
H 8.1977 1.6326 -0.6415 -0.07 0.27 0.07
H 6.5562 1.6609 -1.5142 0.38 0.33 0.51
H 7.8223 -0.8866 -0.4652 -0.03 -0.10 0.02
H 6.3910 1.1073 1.2055 -0.01 0.10 -0.04
H 6.9829 -0.5420 1.6003 -0.27 0.17 0.38

=====

# 3
10
Properties=species:S:1:pos:R:3:forces:R:3 method="wB97M-V/def2-TZVPD" energy_ev=-7185.1689 relative_energy_kj_mol=307.4 multiplicity=3 lumo_ha="0.0374 / -0.0987" gap_ev="7.53 / 7.81" mol_weight_g_mol=80.090
C -0.7688 -1.1355 0.0000 -0.30 0.33 0.00
C -0.0410 -0.0529 -0.0006 1.03 1.02 0.00
C -1.5250 0.1615 0.0008 0.16 -0.09 -0.01
C 1.2325 0.6152 -0.0006 -3.50 1.04 -0.01
N 2.3768 -0.0445 0.6072 1.35 -0.82 4.05
N 2.3780 -0.0451 -0.6065 1.36 -0.82 -4.05
H -0.8593 -2.1922 -0.0005 0.04 -0.53 0.00
H -2.0159 0.4966 -0.9065 -0.02 -0.03 -0.12
H -2.0148 0.4972 0.9084 -0.02 -0.04 0.12
H 1.2376 1.6996 -0.0018 -0.10 -0.06 0.00

=====

# 4
13
Properties=species:S:1:pos:R:3:forces:R:3 method="wB97M-V/def2-TZVPD" energy_ev=-7694.3236 smiles=N#C[C@H](N)CN relative_energy_kj_mol=34.3 multiplicity=1 lumo_ha=0.0291 gap_ev=10.48 mol_weight_g_mol=85.110
N 1.4856 -0.6500 0.7198 0.04 -0.05 0.24
C 0.0508 -0.7482 0.4899 -0.23 -0.04 -0.07
C -0.4383 0.6059 -0.0689 -0.03 0.06 0.11
N 0.2836 1.0477 -1.2524 0.05 -0.02 -0.13
C -1.8893 0.5432 -0.3129 -0.97 -0.08 -0.14
N -3.0294 0.4654 -0.4927 1.14 0.08 0.16
H 1.6671 -0.0366 1.5103 0.06 -0.11 -0.10
H 1.8747 -1.5596 0.9499 -0.04 0.18 -0.06
H -0.5425 -1.0019 1.3825 0.11 0.09 -0.11
H -0.1245 -1.5381 -0.2502 -0.03 0.21 0.04
H -0.2890 1.3729 0.7087 -0.09 -0.24 0.04
H 1.1873 0.5789 -1.2695 -0.23 0.11 -0.17
H -0.2360 0.9203 -2.1145 0.22 -0.18 0.22

=====

# 5
20
Properties=species:S:1:pos:R:3:forces:R:3 method="wB97M-V/def2-TZVPD" energy_ev=-7456.6210 smiles=CC(C)O.CC relative_energy_kj_mol=305.3 multiplicity=1 lumo_ha=0.0351 gap_ev=10.66 mol_weight_g_mol=90.166
C 0.0750 0.5150 -1.4108 -5.41 -1.95 0.09
C 0.8156 1.3790 -0.5002 -2.54 1.15 -0.06
C 0.1596 0.6591 -2.8634 -0.78 2.39 -4.74
O 0.1906 -0.9161 -1.3061 0.36 -0.08 -1.19
H -1.0772 0.6475 -1.1809 1.92 0.16 -0.14
H 1.3441 2.1070 -0.9752 1.88 1.86 -1.44
H -0.7260 0.8670 -3.5583 -0.32 0.10 2.03
H 0.7221 1.4972 -3.3242 0.80 -0.62 0.84
H 0.3304 -0.2568 -3.3819 1.36 -0.82 0.13
H 0.4653 -1.2849 -0.4975 0.50 -0.09 1.82
H 1.3617 0.8627 0.1487 2.97 -2.26 2.32
H 0.1533 1.9007 0.1729 -0.55 0.31 0.04
C -0.7212 -0.5219 1.9038 -0.64 5.07 -3.61
C -0.3107 -1.5038 2.8768 3.63 -2.50 -1.06
H -1.1461 -0.7898 0.8375 -0.08 -0.29 2.56
H -1.3829 0.3852 2.3504 1.48 -2.14 -1.11
H 0.1975 -0.0178 1.4482 -1.02 -0.29 1.19
H 0.7462 -1.3843 3.2997 -1.61 0.38 -0.28
H -0.2030 -2.4681 2.3545 -0.08 -0.02 0.20
H -0.9946 -1.6768 3.6060 -1.86 -0.36 2.42

=====

# 6
7
Properties=species:S:1:pos:R:3:forces:R:3 method="wB97M-V/def2-TZVPD" energy_ev=-23782.5221 smiles=SS.O relative_energy_kj_mol=24.7 multiplicity=1 lumo_ha=-0.0048 gap_ev=9.52 mol_weight_g_mol=84.165
O 2.3600 -1.0574 -3.7933 0.29 0.91 0.41
H 3.0418 -0.3636 -3.9415 -0.75 -0.77 0.20
H 1.9154 -0.7934 -2.9560 0.52 -0.25 -0.75
S 0.0000 0.0000 0.0000 0.32 0.63 -0.63
S 1.8561 0.4681 -0.8650 0.09 -0.13 0.61
H -0.2448 1.1904 0.5878 0.15 -0.23 0.05
H 1.6538 1.4458 -1.7736 -0.62 -0.17 0.10

=====

# 7
23
Properties=species:S:1:pos:R:3:forces:R:3 method="wB97M-V/def2-TZVPD" energy_ev=-20183.2465 smiles="CC(C)N(C)P(N)(N)=O" relative_energy_kj_mol=0.0 multiplicity=1 lumo_ha=0.0328 gap_ev=9.97 mol_weight_g_mol=151.150
C -1.6287 0.3217 -1.3600 -0.95 1.97 1.20
C -1.5628 1.5095 0.9741 0.70 -1.42 0.82
C 0.0450 -1.8160 0.1269 0.13 -1.28 2.44
C -1.4241 0.1846 0.1675 0.56 1.10 0.41
N 1.9065 -0.2587 -1.2515 -1.18 1.03 -2.78
N 2.5560 -0.2652 1.1296 -1.00 1.84 -1.26
N -0.0885 -0.4160 0.3673 0.41 1.75 0.10
O 1.3262 1.8571 0.3089 -0.50 0.84 0.03
P 1.3366 0.4084 0.1545 1.22 -1.25 0.93
H -0.7619 1.0366 -1.7194 -2.05 -1.65 0.09
H -1.7445 -0.6696 -1.7043 1.20 -1.23 -1.10
H -2.6855 0.6380 -1.6136 1.26 0.75 0.31
H -1.0508 2.2342 0.3826 0.09 1.09 0.10
H -1.0255 1.3631 1.9544 -0.34 0.29 -1.04
H -2.5866 1.7686 1.2625 0.05 -0.05 -0.65
H -0.9700 -2.1921 0.0512 0.06 -0.53 -0.35
H 0.6951 -2.0427 -0.7147 -0.32 -0.37 0.01
H 0.4748 -2.2570 1.1122 -0.49 0.11 -1.73
H -2.0703 -0.4963 0.6837 -0.78 -0.72 -0.33
H 2.8178 0.1377 -1.4427 0.20 -0.10 -0.14
H 1.2564 0.0296 -2.0634 1.40 -0.75 1.53
H 2.5619 0.1571 2.0163 0.18 0.52 1.34
H 2.6231 -1.2324 1.1777 0.14 -1.95 0.05